1.
The following is a quantum chemistry calculation of one molecule with the formula C5H9N at a distorted geometry, from the OMol25 dataset.

Values from the calculation:
structure (SMILES): CCCCC#N
strongest force on any atom: 0.022 Eh/bohr
DFT total energy: -250.6549 Ha
HOMO energy: -11.239 eV

Bonds (Å) are listed after each position.
Positions of all 15 atoms, in Å:
1 C 1.129 -1.355 1.027  C2 1.520, H7 1.094, H8 1.095, H9 1.096
2 C 0.385 -0.712 -0.131  C1 1.520, C3 1.536, H10 1.097, H11 1.098
3 C -0.881 0.060 0.271  C2 1.536, C4 1.547, H12 1.098, H13 1.097
4 C -1.153 1.229 -0.705  C3 1.547, C5 1.467, H14 1.094, H15 1.095
5 C 0.116 1.797 -1.173  C4 1.467, N6 1.157
6 N 1.159 2.167 -1.511  C5 1.157
7 H 0.557 -2.147 1.522  C1 1.094
8 H 2.073 -1.774 0.664  C1 1.095
9 H 1.378 -0.591 1.773  C1 1.096
10 H 0.136 -1.448 -0.905  C2 1.097
11 H 1.092 -0.014 -0.599  C2 1.098
12 H -1.762 -0.594 0.289  C3 1.098
13 H -0.779 0.458 1.288  C3 1.097
14 H -1.728 2.030 -0.232  C4 1.094
15 H -1.720 0.893 -1.579  C4 1.095

---

2.
The following is a quantum chemistry calculation of a 6-piece molecular cluster, CH14N2O5 overall at a distorted geometry, from the OMol25 dataset.

Values from the calculation:
structure (SMILES): [H]/N=C/N.O.O.O.O.O
strongest force on any atom: 0.146 Eh/bohr
DFT total energy: -532.1523 Ha
HOMO energy: -9.582 eV

Bonds (Å) are listed after each position.
Positions of all 22 atoms, in Å:
1 H -1.720 -0.535 1.514  N2 1.022
2 N -1.199 -1.182 0.919  H1 1.022, C3 1.303
3 C -1.173 -0.924 -0.358  N2 1.303, N4 1.364, H5 1.104
4 N -0.415 -1.749 -1.136  C3 1.364, H6 0.991, H7 1.108
5 H -1.772 -0.218 -0.959  C3 1.104
6 H -0.576 -1.975 -2.087  N4 0.991
7 H -0.002 -2.606 -0.569  N4 1.108
8 O -0.077 2.033 1.522  H9 0.948, H10 0.892
9 H -0.753 2.285 2.136  O8 0.948
10 H 0.226 1.345 2.003  O8 0.892
11 O 1.292 2.414 -1.314  H12 0.968, H13 0.946
12 H 1.193 2.154 -0.387  O11 0.968
13 H 0.464 2.491 -1.765  O11 0.946
14 O 0.223 0.109 3.303  H15 0.875, H16 0.978
15 H 0.615 -0.038 4.072  O14 0.875
16 H 0.155 -0.716 2.781  O14 0.978
17 O -0.085 0.974 -5.048  H18 0.982, H19 1.004
18 H 0.293 1.853 -4.829  O17 0.982
19 H -0.407 1.071 -5.993  O17 1.004
20 O 1.388 -2.420 2.348  H21 0.992, H22 0.871
21 H 1.788 -2.137 1.485  O20 0.992
22 H 0.538 -2.229 2.362  O20 0.871

---

3.
The following is a quantum chemistry calculation of an isolated ion of composition C3H7O2 and charge +1 at a distorted geometry, from the OMol25 dataset.

Values from the calculation:
total charge: +1
strongest force on any atom: 0.073 Eh/bohr
DFT total energy: -268.6324 Ha
HOMO energy: -16.574 eV

Bonds (Å) are listed after each position.
Positions of all 12 atoms, in Å:
1 C -2.218 0.039 -0.076  O5 1.200, H6 1.143, H7 1.137
2 C 1.362 0.670 -0.033  C3 1.516, H8 1.081, H9 1.098, H10 1.188
3 C 0.303 -0.250 0.544  C2 1.516, O4 1.426, O5 1.630, H11 1.111
4 O 0.127 -1.509 -0.102  C3 1.426, H12 0.953
5 O -1.134 0.452 0.232  C1 1.200, C3 1.630
6 H -3.032 0.796 -0.341  C1 1.143
7 H -2.611 -1.025 -0.007  C1 1.137
8 H 1.464 0.403 -1.075  C2 1.081
9 H 2.288 0.351 0.463  C2 1.098
10 H 1.322 1.858 -0.022  C2 1.188
11 H 0.044 -0.336 1.620  C3 1.111
12 H 0.848 -1.726 -0.686  O4 0.953

---

Copy entry 2 word for word.
The following is a quantum chemistry calculation of a 6-piece molecular cluster, CH14N2O5 overall at a distorted geometry, from the OMol25 dataset.

Values from the calculation:
structure (SMILES): [H]/N=C/N.O.O.O.O.O
strongest force on any atom: 0.146 Eh/bohr
DFT total energy: -532.1523 Ha
HOMO energy: -9.582 eV

Bonds (Å) are listed after each position.
Positions of all 22 atoms, in Å:
1 H -1.720 -0.535 1.514  N2 1.022
2 N -1.199 -1.182 0.919  H1 1.022, C3 1.303
3 C -1.173 -0.924 -0.358  N2 1.303, N4 1.364, H5 1.104
4 N -0.415 -1.749 -1.136  C3 1.364, H6 0.991, H7 1.108
5 H -1.772 -0.218 -0.959  C3 1.104
6 H -0.576 -1.975 -2.087  N4 0.991
7 H -0.002 -2.606 -0.569  N4 1.108
8 O -0.077 2.033 1.522  H9 0.948, H10 0.892
9 H -0.753 2.285 2.136  O8 0.948
10 H 0.226 1.345 2.003  O8 0.892
11 O 1.292 2.414 -1.314  H12 0.968, H13 0.946
12 H 1.193 2.154 -0.387  O11 0.968
13 H 0.464 2.491 -1.765  O11 0.946
14 O 0.223 0.109 3.303  H15 0.875, H16 0.978
15 H 0.615 -0.038 4.072  O14 0.875
16 H 0.155 -0.716 2.781  O14 0.978
17 O -0.085 0.974 -5.048  H18 0.982, H19 1.004
18 H 0.293 1.853 -4.829  O17 0.982
19 H -0.407 1.071 -5.993  O17 1.004
20 O 1.388 -2.420 2.348  H21 0.992, H22 0.871
21 H 1.788 -2.137 1.485  O20 0.992
22 H 0.538 -2.229 2.362  O20 0.871

---

- DFT total energy of number 2 (CH14N2O5)?
  -532.1523 Ha

---

- Number 2 is which compound?
  CH14N2O5